# 1
This record from the OMol25 dataset describes a gas-phase ion, C12H17N2 (charge +1) at a distorted geometry. The level of theory is ωB97M-V/def2-TZVPD.

Structure (XYZ):
```
31
C12H17N2 (ωB97M-V/def2-TZVPD)
C 1.91701 1.86359 -1.32353
C 2.83922 0.82124 -1.22645
C 0.63146 1.72545 -0.93286
C 2.53071 -0.33267 -0.50561
C 0.23636 0.55480 -0.19570
C 1.29593 -0.41349 0.10483
C -2.17376 1.38359 0.10370
C -3.06532 0.92150 -0.99412
C -1.56334 -0.78918 -0.67825
C -1.14651 0.16328 0.31553
C -1.14399 -0.31918 1.75492
C 2.30388 -2.14739 1.59785
N 1.15220 -1.45103 0.95925
N -2.41885 -0.27897 -1.46903
H 2.11982 2.80697 -1.71584
H 3.75687 0.89048 -1.70490
H -0.14262 2.47899 -1.09089
H 3.10151 -1.25113 -0.54136
H -1.49222 2.20315 -0.16373
H -2.65819 1.44290 1.03441
H -4.09105 0.71203 -0.77602
H -3.07369 1.71879 -1.81225
H -1.16664 -1.75494 -0.95268
H -1.94686 -0.04317 2.48531
H -0.20890 0.16899 2.26892
H -0.94666 -1.36739 1.71066
H 1.93148 -2.39457 2.64950
H 2.54893 -2.97956 1.00747
H 3.16506 -1.48951 1.66492
H -2.79938 -0.69635 -2.32053
H 0.50754 -2.14722 0.74646
```

Calculated values
**Relative energy (zero: lowest compared OMol25 entry of this formula, charge and spin)**: 2.198 eV
**Electronic energy**: -15691.39279 eV
**SMILES**: CNc1ccccc1[C@]1(C)C=[NH+]CC1
**Charge**: +1

Charge distribution, Mulliken scheme, values in e: -0.94, -0.78, -0.53, -0.45, -0.54, 0.36, -0.95, -0.48, -0.59, 2.42, -1.35, -1.32, -0.13, 0.00, 0.47, 0.47, 0.36, 0.52, 0.18, 0.41, 0.39, 0.30, 0.39, 0.39, 0.33, 0.32, 0.31, 0.42, 0.49, 0.28, 0.27

***

# 2
This record from the OMol25 dataset describes a single C12H17NO6Si molecule at a distorted geometry. The level of theory is ωB97M-V/def2-TZVPD.

Structure (XYZ):
```
37
C12H17NO6Si (ωB97M-V/def2-TZVPD)
O -3.45726 -1.71343 2.38605
O 1.04442 -1.33862 3.52590
O 1.45205 -2.71058 1.70526
O 3.05114 2.81634 -1.85822
O 1.78121 3.98325 -3.95461
O 0.35159 1.94515 -2.57576
C -2.82359 -0.77091 2.84663
C 0.71765 -2.00445 2.57525
C -1.14671 0.82828 -1.13497
C 1.05894 0.05302 -1.29541
C -1.49949 -0.22051 -0.31855
C 0.84772 -1.02201 -0.46666
C 0.12299 0.95917 -1.67519
C -0.48845 -1.12588 0.00569
N -1.46157 -0.83015 2.62865
C -3.35884 0.29168 3.58368
C -0.91334 -2.35509 0.78986
C 2.68940 1.30287 -4.16845
C -0.76329 -2.11230 2.26025
Si 1.87900 2.62561 -3.01304
H 2.38979 -2.55928 1.90825
H 3.83722 3.37560 -1.94853
H 1.65830 4.77625 -3.42557
H -1.82533 1.53290 -1.49478
H 2.07628 0.27788 -1.58987
H -2.52844 -0.35866 -0.02779
H 1.64700 -1.66799 -0.22872
H -0.80628 -0.27269 3.18682
H -4.15138 -0.04471 4.27142
H -2.65034 0.83211 4.21038
H -3.72107 0.97020 2.77649
H -1.97459 -2.66507 0.52707
H -0.18050 -3.09111 0.49416
H 3.38558 0.72784 -3.56923
H 1.98242 0.65681 -4.65308
H 3.15981 1.76958 -5.02230
H -1.38201 -2.86111 2.73893
```

Calculated values
**Electronic energy**: -34376.17858 eV
**SMILES**: CC(=O)N[C@@H](Cc1ccc(O[Si](C)(O)O)cc1)C(=O)O

Charge distribution, Mulliken scheme, values in e: -0.65, -0.60, -0.38, -0.51, -0.53, -0.40, 0.77, 0.38, -0.73, 0.30, -0.67, -1.22, 0.70, 0.72, -0.17, -1.08, -1.60, -1.11, 0.00, 0.49, 0.35, 0.33, 0.29, 0.50, 0.19, 0.54, 0.51, 0.22, 0.31, 0.33, 0.23, 0.41, 0.59, 0.30, 0.37, 0.38, 0.44

***

# 3
This record from the OMol25 dataset describes a molecular structure, C12H18AlINNbO at a distorted geometry. The level of theory is ωB97M-V/def2-TZVPD.

Structure (XYZ):
```
35
C12H18AlINNbO (ωB97M-V/def2-TZVPD)
C -1.02367 3.40768 5.08470
C -0.74817 2.26264 3.92212
C -0.90909 0.66136 4.37602
C -0.63088 -0.49515 3.24397
C -0.16579 -0.16610 1.67939
C 0.11193 -1.46121 0.71550
Nb -0.36097 -1.16017 -1.49024
C -0.65108 -0.92702 -3.77611
C 0.24436 0.28132 -4.42588
C 1.65207 -0.18502 -5.12189
I 2.49016 -2.06375 -4.38073
O -0.19209 -3.25821 -1.85325
C 1.09734 -3.76524 -1.35916
N 2.21389 -4.13240 -0.76737
C 0.00487 1.41387 1.27870
C -0.28534 2.64837 2.36367
H -2.16347 3.26880 5.39896
H -0.80170 4.49079 4.65361
H -0.35261 3.19370 6.04866
H -1.20410 0.34565 5.48557
H -0.73477 -1.63616 3.56848
H -0.57385 -2.35261 1.10092
H 1.23714 -1.81946 0.86320
H -2.16530 -1.45484 -1.23492
H -0.71903 0.60349 -1.31546
H 1.41089 -0.86915 -1.76762
H -1.79140 -0.59256 -3.89180
H -0.57611 -1.95879 -4.34571
H 0.38623 1.16147 -3.64579
H -0.41809 0.75182 -5.30041
H 1.55929 -0.22696 -6.29315
H 2.44865 0.66443 -4.85890
H 0.36288 1.72343 0.20879
H -0.14925 3.77666 1.99755
Al 1.39707 -2.13066 3.83856
```

Calculated values
**Electronic energy**: -32482.66440 eV
**Charge**: +2

Charge distribution, Mulliken scheme, values in e: -0.94, 0.49, -0.47, -0.43, 0.73, -0.78, -0.46, -0.82, -0.20, -0.82, 0.35, -0.64, 0.56, -0.42, -0.33, -0.56, 0.31, 0.32, 0.31, 0.32, 0.34, 0.51, 0.37, 0.21, 0.14, 0.18, 0.45, 0.47, 0.25, 0.34, 0.45, 0.38, 0.28, 0.29, 0.81

***

# 4
This record from the OMol25 dataset describes a molecular structure, C12H18AsNO6STa. The level of theory is ωB97M-V/def2-TZVPD.

Structure (XYZ):
```
40
C12H18AsNO6STa (ωB97M-V/def2-TZVPD)
Ta -0.20316 0.51135 0.25497
O 0.54051 4.62523 1.07621
C 0.58680 3.35917 0.91570
O -0.39777 2.60789 0.81608
C 1.96075 2.74904 0.80847
O 1.80018 1.32873 1.03590
C 2.02423 0.91965 2.43425
C 0.68431 0.61143 3.09839
O 0.44675 0.67256 4.24206
O -0.20342 0.19045 2.11039
H -0.36162 5.00137 1.10377
H 2.33938 2.89889 -0.20569
H 2.66514 3.19083 1.51065
H 2.63264 0.01650 2.40795
H 2.55776 1.69584 2.97634
S -0.56675 1.45206 -1.98077
C -2.17637 1.09977 -1.30913
C -3.35677 1.47213 -1.92757
C -4.55390 1.15332 -1.30571
C -4.57376 0.49034 -0.06996
C -3.38952 0.14762 0.51667
N -2.21272 0.42961 -0.10883
H -3.32620 1.99502 -2.87337
H -5.48802 1.43121 -1.77883
H -5.50677 0.25535 0.42261
H -3.31975 -0.35160 1.47375
C 3.04961 -2.63540 -0.12178
As 1.36679 -2.55060 -0.99096
C 0.20739 -3.96933 -0.50184
C 1.50187 -2.27779 -2.86246
O 0.57358 -1.07756 -0.37296
H 3.57890 -3.50251 -0.52312
H 2.89994 -2.77059 0.94815
H 3.62009 -1.73398 -0.33908
H 0.65978 -4.90079 -0.84814
H -0.75705 -3.82798 -0.98673
H 0.10409 -3.99198 0.58190
H 1.95020 -3.17231 -3.29905
H 2.13817 -1.41578 -3.05549
H 0.50472 -2.12715 -3.27275
```

Calculated values
**Relative energy (zero: lowest compared OMol25 entry of this formula, charge and spin)**: 0.393 eV
**Electronic energy**: -99712.33849 eV
**Charge**: +3

Charge distribution, Mulliken scheme, values in e: 1.18, -0.36, 0.69, -0.56, -0.39, -0.59, -0.38, 0.45, -0.37, -0.66, 0.44, 0.35, 0.45, 0.31, 0.45, -0.28, 1.01, -0.78, -0.06, -0.77, -0.03, -0.27, 0.47, 0.46, 0.46, 0.55, -1.04, 0.75, -1.03, -0.99, -0.10, 0.44, 0.38, 0.39, 0.44, 0.39, 0.39, 0.44, 0.38, 0.38